[1]
Density functional theory data (ωB97M-V/def2-TZVPD) for C31H35AsFeIN2O2Si2 as an isolated structure in a non-equilibrium geometry.

Structure (XYZ):
```
75
Properties=species:S:1:pos:R:3:lowdin_charge:R:1
Fe 0.95 -0.72 -0.36 0.289
I -0.01 -2.67 -1.99 1.170
C 1.94 -3.23 -2.48 -0.600
C 2.11 -4.30 -3.31 -0.159
C 3.42 -4.65 -3.70 -0.084
C 4.48 -3.90 -3.27 -0.036
C 4.30 -2.78 -2.41 -0.170
C 5.39 -1.98 -2.01 -0.047
C 5.19 -0.90 -1.20 -0.077
C 3.89 -0.60 -0.72 -0.129
C 2.78 -1.34 -1.06 -0.242
C 3.00 -2.43 -1.96 -0.264
H 1.26 -4.86 -3.68 0.089
H 3.58 -5.50 -4.35 0.103
H 5.49 -4.16 -3.58 0.112
H 6.38 -2.23 -2.37 0.109
H 6.02 -0.27 -0.92 0.102
H 3.79 0.25 -0.05 0.085
C -1.74 0.14 3.63 -0.212
Si 0.10 0.36 3.68 0.203
C 0.77 -0.17 5.32 -0.222
C 0.60 2.13 3.38 -0.224
As 1.10 -0.93 2.00 0.888
Si 0.11 -3.05 2.30 0.216
C -0.03 -3.58 4.07 -0.231
C -1.61 -2.96 1.57 -0.234
C 1.21 -4.26 1.40 -0.231
H -2.22 0.96 4.19 0.034
H -2.04 -0.80 4.09 0.023
H -2.13 0.15 2.61 0.022
H 0.32 0.45 6.11 0.039
H 1.85 -0.05 5.37 0.035
H 0.54 -1.21 5.55 0.007
H 0.14 2.78 4.13 0.038
H 0.30 2.48 2.39 0.011
H 1.68 2.23 3.45 0.035
H -0.73 -2.96 4.64 0.015
H 0.93 -3.56 4.58 0.034
H -0.41 -4.61 4.09 0.039
H -2.34 -2.80 2.36 0.027
H -1.86 -3.90 1.06 0.032
H -1.72 -2.15 0.85 -0.008
H 1.94 -4.67 2.10 0.034
H 1.75 -3.80 0.58 -0.005
H 0.62 -5.10 1.00 0.036
O 2.34 2.84 -1.44 0.083
C 1.20 2.47 -1.39 -0.518
N 0.09 3.16 -1.88 0.150
C -1.16 2.54 -1.49 -0.271
C -0.60 1.24 -0.89 -0.482
O -1.25 0.26 -0.48 -0.058
N 0.73 1.25 -0.88 0.090
C -2.05 2.19 -2.68 -0.151
C -3.34 1.72 -2.45 -0.022
C -4.16 1.37 -3.51 -0.073
C -3.70 1.48 -4.82 -0.091
C -2.42 1.94 -5.05 -0.078
C -1.59 2.29 -3.99 -0.021
C -1.92 3.38 -0.47 -0.143
C -2.08 2.98 0.85 -0.025
C -2.73 3.81 1.77 -0.067
C -3.22 5.04 1.37 -0.084
C -3.07 5.44 0.05 -0.072
C -2.42 4.62 -0.86 -0.027
H 0.17 4.15 -2.02 0.154
H -3.70 1.63 -1.43 0.123
H -5.16 1.00 -3.31 0.103
H -4.35 1.21 -5.64 0.100
H -2.05 2.03 -6.07 0.102
H -0.58 2.64 -4.17 0.112
H -1.72 2.01 1.16 0.085
H -2.85 3.48 2.79 0.101
H -3.72 5.68 2.08 0.102
H -3.45 6.40 -0.28 0.104
H -2.33 4.93 -1.90 0.123
```

Values from the calculation:
Energy in eV: -158874.877
Multiplicity: 6



[2]
Density functional theory data (ωB97M-V/def2-TZVPD) for a single C4H8O2 molecule in a non-equilibrium geometry.

Structure (XYZ):
```
14
Properties=species:S:1:pos:R:3:lowdin_charge:R:1
O 0.73 -1.15 -1.49 -0.083
C 0.46 0.16 -0.83 -0.275
C -1.05 0.23 -0.45 -0.093
C -1.07 -0.06 1.08 -0.192
O 0.24 -0.46 1.41 -0.134
C 1.10 0.28 0.57 -0.162
H 1.69 -1.29 -1.46 0.084
H 0.84 0.64 -1.72 0.137
H -1.48 -0.58 -1.02 0.108
H -1.60 1.15 -0.67 0.116
H -1.76 -0.88 1.36 0.122
H -1.36 0.82 1.68 0.118
H 1.18 1.32 0.96 0.133
H 2.09 -0.17 0.60 0.122
```

Values from the calculation:
Energy in eV: -8371.381
SMILES: O[C@H]1CCOC1